The following is a quantum chemistry calculation of one molecule with the formula C6H10O2 in a non-equilibrium geometry, from the OMol25 dataset.

Last column: Löwdin charge in e.
Element x y z (Å)
C -2.09511 1.68694 1.66715  -0.01
H -3.00907 1.20420 1.99714  0.05
H 1.47296 -3.51278 -2.01261  0.13
H -0.11904 2.37709 -0.07877  0.11
H 0.78690 1.57604 1.20199  0.11
H -1.53580 -0.04900 0.67376  0.10
H 0.43080 -1.22826 0.76480  0.13
H 1.51214 0.90350 -1.06601  0.11
H -0.16284 0.39353 -1.44978  0.11
O -0.29554 -2.07084 -1.85440  0.10
C 0.08469 1.41558 0.38312  -0.21
H -1.86495 2.68212 2.03570  0.06
C 0.95936 -0.93275 -0.14276  -0.11
C 0.70980 -1.99336 -1.19711  -0.53
C -1.22997 0.94246 0.99281  -0.19
O 1.74277 -2.83906 -1.35842  0.10
C 0.60303 0.44485 -0.68252  -0.20
H 2.00989 -1.00028 0.12591  0.12

Calculated values
Total charge: 0
HOMO-LUMO gap in eV: 10.48
Lowest unoccupied orbital energy in eV: 0.79
E_tot in eV: -10478.844

---

The following is a quantum chemistry calculation of a 6-piece molecular cluster, C33H35N6 overall in a non-equilibrium geometry, from the OMol25 dataset.

Last column: Löwdin charge in e.
Element x y z (Å)
N 3.00132 -3.03908 -0.37976  0.07
H 3.98296 3.11837 1.02132  0.11
C 3.70347 3.76689 1.84595  -0.14
H 2.52181 6.00399 4.67441  0.10
N -1.18416 -6.58314 -4.50007  0.04
H -1.00753 2.82795 -2.80169  0.08
H 0.77774 -1.18622 -1.71989  0.08
C -2.16890 -6.67717 -5.39971  -0.18
C 4.61956 -3.12467 1.39542  -0.09
C 1.93963 1.94182 4.86317  -0.14
H -4.41162 -4.46516 -4.19906  0.11
C -3.50856 -5.05824 -4.28339  -0.08
H 5.72096 4.24918 2.41286  0.10
C -0.71016 0.14037 -3.74025  -0.20
H -6.24312 2.78597 0.43477  0.09
H 1.12064 -1.32190 4.68102  0.11
H 4.96984 5.72672 4.27852  0.10
N 2.38878 3.90023 2.04309  0.06
H 1.45729 -4.38333 -0.28831  0.10
C -4.53134 2.85414 -2.95004  -0.15
C 0.05732 2.68751 -0.81702  -0.11
C -5.76473 4.00748 -1.27475  -0.10
C 1.07898 0.42725 -0.14926  -0.09
H 2.31537 2.77178 4.27794  0.06
C 1.21244 1.21575 6.89795  -0.17
H -6.25085 4.89899 -0.89409  0.10
C 4.24717 5.21566 3.65278  -0.09
H 0.13448 -0.06828 -4.46134  0.08
C -5.76233 2.83674 -0.53387  -0.08
H 1.13514 2.24471 1.12670  0.05
C 3.93040 -4.16561 1.99662  -0.10
H -0.13567 3.76321 -0.59334  0.07
H 5.52775 -2.72864 1.83146  0.10
H 1.98368 0.52660 3.24507  0.10
N 1.67626 2.21985 6.14586  0.05
C -2.50445 -4.94341 -3.33726  -0.07
H -0.79164 -1.97302 -2.93985  0.06
C -0.44926 2.16065 -2.10921  -0.06
H 4.61653 -1.78126 -0.29029  0.10
H 1.62226 -0.25612 0.54637  0.06
N -2.34089 -0.79979 -2.15565  -0.19
C -3.34159 -5.94154 -5.33935  -0.09
H -4.02898 2.81439 -3.91178  0.10
C -1.36822 -5.72223 -3.49147  -0.15
C 0.99804 -0.06866 6.42387  -0.08
C 2.00642 4.69510 3.04873  -0.17
C 2.77337 -4.63865 1.39975  -0.08
N -4.51526 1.71497 -2.25302  0.08
H 0.62218 -0.84326 7.07997  0.10
H 4.29142 -4.60317 2.92052  0.10
C -5.13637 4.02204 -2.50968  -0.09
H -2.60016 -4.26304 -2.49904  0.10
C 2.35539 -4.04551 0.21795  -0.14
H -1.99402 -7.38345 -6.20540  0.09
C 1.75639 0.69256 4.29051  -0.05
H 0.93350 4.78276 3.18606  0.11
C 4.66839 4.39632 2.61771  -0.07
H -5.11610 4.91790 -3.11759  0.09
C 0.59363 -0.11761 -1.44936  -0.04
C -5.12475 1.72496 -1.06566  -0.14
C 4.11436 -2.59936 0.21590  -0.16
H 1.00554 1.46994 7.93276  0.10
C -0.16238 0.74678 -2.38347  -0.22
H -4.10466 -6.05709 -6.09877  0.09
C 2.88891 5.37214 3.87617  -0.08
H -3.01235 -0.08113 -2.46203  -0.11
H -0.55268 -5.66443 -2.77832  0.10
H -5.09201 0.78574 -0.52306  0.11
C 0.77557 1.84430 0.12629  -0.14
C 1.27658 -0.33074 5.09094  -0.08
H 2.20739 -5.44950 1.83982  0.10
H -1.41941 0.86351 -4.24021  0.08
H -2.15853 -1.58170 -4.17116  0.06
C -1.51617 -1.18914 -3.32076  -0.46

Calculated values
Total charge: -1
HOMO-LUMO gap in eV: 3.56
Lowest unoccupied orbital energy in eV: 2.37
E_tot in eV: -43725.266

---

The lowest total charge belongs to which entry? C33H35N6